No. 1
Here is C32H23F3N3O2W as an isolated structure from the OMol25 dataset. Energies are from ωB97M-V/def2-TZVPD.

Output
HOMO energy (spin up / spin down) = -16.6326 / -16.9355 eV

The geometry in ORCA input format:
```
! RIJCOSX wB97M-V def2-TZVPD def2/J DEFGRID3
* xyz 3 3
W 0.007 -0.082 -1.197
C 0.976 -4.183 -2.060
O 2.239 -3.439 -2.043
C 1.979 -2.231 -1.660
N 0.763 -1.988 -1.260
C -0.032 -3.210 -1.397
C -1.300 -2.834 -2.132
C -2.342 -3.733 -2.239
C -3.558 -3.342 -2.794
C -3.755 -2.025 -3.190
C -2.716 -1.117 -3.116
C -1.476 -1.500 -2.583
C 2.840 -1.069 -1.804
C 4.189 -1.028 -2.117
C 4.787 0.213 -2.291
C 4.013 1.368 -2.205
C 2.664 1.240 -1.940
N 2.082 0.044 -1.707
C 1.633 2.270 -1.955
N 0.397 1.842 -1.920
C -0.489 3.018 -2.049
C 0.507 4.176 -1.825
O 1.815 3.542 -2.003
C -1.645 2.933 -1.089
C -2.305 4.080 -0.668
C -3.413 3.985 0.162
C -3.879 2.744 0.571
C -3.237 1.588 0.156
C -2.128 1.698 -0.664
H 1.115 -5.108 -1.508
H 0.742 -4.412 -3.099
H -0.316 -3.566 -0.403
H -2.208 -4.749 -1.888
H -4.351 -4.069 -2.912
H -4.711 -1.718 -3.592
H -2.860 -0.118 -3.509
H -0.599 -0.887 -2.959
H 4.745 -1.949 -2.232
H 5.842 0.276 -2.524
H 4.443 2.350 -2.358
H -0.877 3.044 -3.072
H 0.465 4.569 -0.809
H 0.420 4.989 -2.539
H -1.958 5.052 -0.997
H -3.917 4.888 0.482
H -4.751 2.672 1.206
H -3.615 0.619 0.457
H -1.719 0.733 -1.085
F 2.122 -1.589 7.926
C 1.362 -0.541 7.611
F 1.942 0.567 8.081
F 0.172 -0.679 8.207
C 1.163 -0.426 6.111
C 1.723 -1.364 5.248
C 1.493 -1.255 3.895
C 0.684 -0.211 3.399
C 0.147 0.746 4.288
C 0.393 0.636 5.636
C 0.387 -0.150 2.039
C 0.128 -0.086 0.827
H 2.328 -2.165 5.647
H 1.920 -1.973 3.208
H -0.454 1.558 3.902
H -0.013 1.356 6.334
*
```

No. 2
Here is C32H23N5OSeTc as an isolated structure from the OMol25 dataset. Energies are from ωB97M-V/def2-TZVPD.

Output
HOMO energy (spin up / spin down) = -5.3369 / -7.7453 eV

The geometry in ORCA input format:
```
! RIJCOSX wB97M-V def2-TZVPD def2/J DEFGRID3
* xyz 0 4
Tc -0.561 -1.726 2.300
C 2.953 8.622 -6.064
O 2.578 7.315 -6.458
C 2.332 6.408 -5.480
C 2.371 6.688 -4.117
C 2.095 5.683 -3.203
C 1.778 4.396 -3.620
C 1.744 4.131 -4.990
C 2.018 5.120 -5.911
C 1.480 3.375 -2.614
N 1.408 3.590 -1.321
C 1.094 2.377 -0.767
C 0.974 1.412 -1.739
N 1.219 2.066 -2.922
C 0.601 0.052 -1.486
C 0.494 -0.948 -2.430
C 0.109 -2.241 -2.016
C -0.168 -2.469 -0.696
N -0.091 -1.510 0.258
C 0.322 -0.240 -0.122
C 0.456 0.729 0.892
N 0.172 0.332 2.175
C 0.351 1.213 3.169
C 0.788 2.503 2.969
C 1.043 2.940 1.665
C 0.871 2.062 0.617
H 3.148 9.168 -6.982
H 3.858 8.607 -5.452
H 2.149 9.116 -5.512
H 2.612 7.677 -3.757
H 2.119 5.892 -2.142
H 1.496 3.144 -5.361
H 1.994 4.920 -6.973
H 1.250 1.655 -3.836
H 0.705 -0.751 -3.473
H 0.024 -3.052 -2.724
H -0.472 -3.446 -0.347
H 0.117 0.855 4.165
H 0.924 3.158 3.818
H 1.365 3.952 1.461
Se -1.963 -1.218 4.312
C -3.251 -2.629 4.213
C -3.908 -2.952 3.031
C -4.823 -3.993 3.033
N -5.129 -4.715 4.110
C -4.510 -4.388 5.241
C -3.576 -3.368 5.347
H -3.711 -2.404 2.119
H -5.340 -4.259 2.117
H -4.765 -4.979 6.114
H -3.099 -3.162 6.296
C -0.600 -3.449 2.479
C -0.523 -4.873 2.631
C -1.648 -5.580 3.074
C -1.583 -6.956 3.207
C -0.411 -7.632 2.893
C 0.705 -6.935 2.448
C 0.655 -5.559 2.318
H -2.556 -5.042 3.308
H -2.450 -7.503 3.553
H -0.368 -8.709 2.994
H 1.615 -7.467 2.207
H 1.519 -5.001 1.980
*
```

No. 3
Here is C32H24Cl4MoN9O2Te as an isolated structure from the OMol25 dataset. Energies are from ωB97M-V/def2-TZVPD.

Output
HOMO energy (spin up / spin down) = -3.2564 / -3.8092 eV

The geometry in ORCA input format:
```
! RIJCOSX wB97M-V def2-TZVPD def2/J DEFGRID3
* xyz -1 3
Mo -0.055 0.326 0.029
C -2.590 -5.204 -2.429
C -1.665 -4.312 -1.645
C -0.594 -3.667 -2.264
C 0.204 -2.803 -1.543
C -0.017 -2.555 -0.183
N 0.746 -1.525 0.434
C 2.075 -1.846 0.616
C 2.457 -3.205 0.649
C 3.763 -3.631 0.733
C 4.806 -2.715 0.779
C 6.245 -3.146 0.820
C 4.459 -1.377 0.798
C 3.138 -0.928 0.781
N 2.971 0.484 0.937
C 3.919 1.358 1.361
C 3.415 2.628 1.245
C 2.116 2.449 0.760
N 1.867 1.161 0.590
C -1.034 -3.270 0.455
C -1.864 -4.109 -0.291
N -1.274 -3.169 1.848
C -2.436 -3.431 2.500
C -2.212 -3.217 3.833
C -0.858 -2.829 3.898
N -0.302 -2.807 2.706
H -2.036 -5.843 -3.117
H -3.291 -4.620 -3.035
H -3.180 -5.843 -1.772
H -0.405 -3.811 -3.322
H 0.989 -2.231 -2.021
H 1.675 -3.948 0.596
H 3.972 -4.695 0.740
H 6.407 -4.041 0.218
H 6.569 -3.376 1.839
H 6.902 -2.365 0.435
H 5.258 -0.650 0.793
H 4.864 1.018 1.736
H 3.902 3.549 1.505
H 1.330 3.159 0.566
H -2.661 -4.653 0.202
H -3.335 -3.713 1.981
H -2.923 -3.313 4.634
H -0.270 -2.551 4.757
Cl 0.992 4.397 -5.472
C 1.130 3.055 -4.383
C 2.017 2.027 -4.638
Cl 3.003 2.060 -6.066
C 2.132 0.953 -3.744
Cl 3.197 -0.379 -4.069
C 1.366 0.893 -2.579
O 1.392 -0.065 -1.719
C 0.446 1.957 -2.338
O -0.324 1.808 -1.281
C 0.337 3.011 -3.223
Cl -0.830 4.246 -2.893
N -2.623 -1.768 -3.996
C -1.814 -1.587 -5.095
C -0.875 -0.676 -4.713
N -1.083 -0.298 -3.414
C -2.124 -0.965 -3.006
C -2.696 -0.938 -1.668
N -2.143 -0.543 -0.534
C -3.079 -0.788 0.452
C -4.199 -1.322 -0.092
N -3.949 -1.415 -1.443
H -3.363 -2.442 -3.928
H -1.982 -2.114 -6.017
H -0.060 -0.263 -5.285
H -2.856 -0.530 1.473
H -5.135 -1.622 0.341
H -4.617 -1.668 -2.147
Te -1.010 1.378 2.174
*
```

One value per record, in order, for relative energy (zero: lowest compared OMol25 entry of this formula, charge and spin): 5.2; 3.6; 0.0 kcal/mol.